Computed, not measured: a cluster of 3 separate species, C4H13NO2 in total in a non-equilibrium geometry, with the ωB97M-V functional and the def2-TZVPD basis.

Element x y z (Å)
C  -0.7099  0.6244  -0.1252
C  -0.1411  -0.7851  -0.2128
C  -0.9933  -1.8547  0.1515
N  -1.8755  -2.0122  1.3171
C  1.0312  -1.2019  -0.9719
H  -0.5687  1.2922  -1.0563
H  -1.8238  0.6199  0.0104
H  -0.4209  1.2341  0.7509
H  -1.1821  -2.7443  -0.4604
H  -2.2581  -1.1411  1.7652
H  -1.2600  -2.4612  1.9502
H  1.6636  -0.3550  -1.2829
H  1.6115  -1.8638  -0.3357
H  0.4950  -1.8335  -1.7276
H  -0.3411  5.9236  -1.6316
H  0.0097  4.5529  -2.2021
O  0.3808  5.2115  -1.7004
H  1.5826  -0.7854  1.4018
H  2.7000  -0.9751  2.4277
O  2.1003  -1.4452  1.9323

Forces on atoms 1 to 3 (eV/Å):
C -0.7 1.5 0.4
C -4.3 -1.6 1.4
C 0.2 2.0 0.3

Kohn-Sham gap in eV: 8.37
SMILES string: CC(C)=CN.O.O
M in Da: 107.153
ΔE to the lowest compared entry with this formula, charge and spin in kcal/mol: 71.8
Electronic energy in Ha: -365.3281


Computed, not measured: an isolated molecule of C19H12F3NO2S in a non-equilibrium geometry, with the ωB97M-V functional and the def2-TZVPD basis.

Element x y z (Å)
F  -3.1061  -3.0050  -0.6898
C  -2.3707  -1.9033  -1.0844
C  -2.9226  -1.0320  -2.0216
C  -2.1079  0.0326  -2.4279
F  -2.6258  1.0098  -3.2528
C  -0.7984  0.1852  -1.9777
C  -0.2783  -0.7267  -1.0484
C  1.1772  -0.5870  -0.6257
C  1.9028  -1.8853  -0.2050
C  3.0187  -1.7448  0.6132
C  3.6614  -2.8630  1.1445
C  3.2207  -4.1489  0.7845
C  2.1412  -4.2650  -0.0890
F  1.6783  -5.5171  -0.4372
C  1.4698  -3.1555  -0.6099
C  -1.1030  -1.7267  -0.5267
H  -3.9343  -1.1604  -2.4015
H  -0.1723  0.9953  -2.3689
H  1.7000  -0.1408  -1.4914
H  3.4258  -0.7600  0.8668
H  4.4947  -2.7364  1.8429
H  3.7131  -5.0405  1.1678
H  0.6053  -3.2873  -1.2632
H  -0.7526  -2.4121  0.2435
S  1.4513  0.5713  0.6377
C  0.2516  1.7975  0.8016
C  -0.5130  1.8651  2.0036
C  -1.3151  2.9627  2.2649
C  -1.4529  3.9585  1.2717
N  -2.3097  5.0826  1.4865
O  -2.5217  5.8553  0.5191
O  -2.8224  5.2536  2.6169
C  -0.7309  3.9004  0.0640
C  0.1701  2.8594  -0.1244
H  -0.4191  1.0678  2.7345
H  -1.8159  3.1176  3.2196
H  -0.8585  4.7005  -0.6642
H  0.8492  2.8827  -0.9735

Forces on atoms 1 to 3 (eV/Å):
F 0.7 1.3 -0.3
C -0.2 -0.4 0.3
C 0.4 0.3 0.0

Kohn-Sham gap in eV: 8.02
SMILES string: O=[N+]([O-])c1ccc(S[C@@H](c2cccc(F)c2)c2cc(F)cc(F)c2)cc1
M in Da: 375.371
Electronic energy in Ha: -1634.1296


Computed, not measured: a cluster of 2 separate species, CH2O3S2 in total in a non-equilibrium geometry, with the ωB97M-V functional and the def2-TZVPD basis.

Element x y z (Å)
C  -0.1024  -1.4734  1.2725
O  -1.1624  2.4661  -1.9370
O  0.5071  0.7666  -1.5475
O  -0.3460  -1.6554  0.1136
S  0.6723  0.0002  1.8938
S  -0.2565  1.4958  -2.5213
H  -0.0676  -2.2517  2.1046
H  0.7555  0.6517  0.6213

Forces on atoms 1 to 3 (eV/Å):
C 1.5 -0.2 0.2
O 0.6 -0.7 -1.1
O 0.3 -0.1 -0.8

Kohn-Sham gap in eV: 8.50
M in Da: 126.158
ΔE to the lowest compared entry with this formula, charge and spin in kcal/mol: 3.9
Electronic energy in Ha: -1061.3674


Computed, not measured: a cluster of 6 separate species, C24H49NO12P in total in a non-equilibrium geometry, with the ωB97M-V functional and the def2-TZVPD basis.

Element x y z (Å)
O  -3.0997  -7.1509  -2.2065
P  -4.0413  -5.9850  -2.7967
O  -4.0142  -4.9106  -1.5986
C  -5.7308  -6.8106  -2.6287
C  -6.3566  -6.6173  -1.2374
C  -7.8454  -6.7808  -1.6247
C  -7.8402  -5.9274  -2.8399
N  -6.6928  -5.9890  -3.3892
H  -2.4409  -7.3314  -2.8936
H  -4.0077  -4.0139  -1.9603
H  -5.7346  -7.8514  -2.9226
H  -6.2772  -5.5824  -0.9367
H  -5.9972  -7.3037  -0.4894
H  -8.6033  -6.6112  -0.8757
H  -7.9996  -7.7842  -2.0349
H  -8.6620  -5.3381  -3.2094
H  -6.4488  -5.5080  -4.2509
O  1.0095  -2.3105  -3.1415
C  0.9418  -3.0265  -2.1784
O  -0.1309  -3.8431  -2.0777
C  -0.2610  -4.8448  -1.0680
C  -0.8465  -4.2824  0.2101
C  1.9544  -2.9787  -1.0689
H  0.6860  -5.3560  -0.8938
H  -0.9387  -5.5784  -1.4931
H  -0.1929  -3.5313  0.6526
H  -1.0014  -5.0773  0.9400
H  -1.8049  -3.8048  0.0064
H  1.6951  -2.1666  -0.3881
H  2.9252  -2.7642  -1.5060
H  2.0493  -3.9074  -0.5090
O  2.5886  -0.4140  0.2495
C  3.6375  0.0892  -0.0728
O  4.5002  0.4348  0.8850
C  5.8364  0.8969  0.6145
C  5.8727  2.3813  0.3364
C  3.9444  0.4005  -1.5185
H  6.2827  0.3070  -0.1874
H  6.3953  0.6738  1.5205
H  5.3003  2.6355  -0.5577
H  6.9014  2.7118  0.1883
H  5.4451  2.9299  1.1757
H  3.4870  1.3566  -1.7688
H  3.4931  -0.3711  -2.1387
H  5.0047  0.4427  -1.7509
O  4.2957  3.5075  2.8718
C  3.0986  3.4714  2.9921
O  2.4296  4.6306  3.0706
C  0.9987  4.7166  3.0565
C  0.4052  4.5352  4.4352
C  2.3569  2.1633  3.1306
H  0.5834  4.0198  2.3260
H  0.7834  5.7201  2.6949
H  0.6178  3.5432  4.8388
H  -0.6757  4.6709  4.4030
H  0.8221  5.2690  5.1177
H  2.3998  1.8537  4.1741
H  2.8627  1.4143  2.5245
H  1.3179  2.2039  2.8144
O  -0.0224  7.4998  5.4115
C  -0.2674  7.9620  6.4923
O  0.1749  7.3107  7.5836
C  0.0933  7.8515  8.9065
C  -1.2490  7.5759  9.5506
C  -1.1141  9.2035  6.6522
H  0.3404  8.9135  8.9019
H  0.8821  7.3475  9.4612
H  -2.0635  8.0541  9.0064
H  -1.2598  7.9439  10.5764
H  -1.4460  6.5042  9.5624
H  -2.1636  8.9140  6.6185
H  -0.9072  9.8630  5.8139
H  -0.9278  9.7595  7.5673
O  1.9575  -2.0155  -10.2035
C  1.6262  -1.5969  -9.1301
O  1.9588  -2.2974  -8.0288
C  1.7523  -1.8111  -6.6973
C  0.3582  -2.1046  -6.1920
C  0.7863  -0.3457  -8.9932
H  2.0015  -0.7512  -6.6327
H  2.4819  -2.3426  -6.0896
H  -0.4021  -1.6027  -6.7942
H  0.2553  -1.7833  -5.1578
H  0.1603  -3.1758  -6.2442
H  -0.2599  -0.6142  -9.1319
H  1.0771  0.3427  -9.7819
H  0.8983  0.1693  -8.0424

Forces on atoms 1 to 3 (eV/Å):
O -0.1 -0.3 -0.1
P 0.3 0.2 -1.8
O -0.6 0.0 0.4

Net charge: +1
Kohn-Sham gap in eV: 6.47
M in Da: 574.625
ΔE to the lowest compared entry with this formula, charge and spin in kcal/mol: 0.0
Electronic energy in Ha: -2242.6536


Computed, not measured: the ion C4H11N2 with charge +1 in a non-equilibrium geometry, with the ωB97M-V functional and the def2-TZVPD basis.

Element x y z (Å)
C  0.8533  -0.4040  -1.6112
C  1.2367  -0.7892  -0.0347
C  0.1105  -0.6712  1.0456
C  -2.0281  0.2807  1.4434
N  -0.8141  0.5335  1.0455
N  0.4488  1.0644  -1.5934
H  0.0697  -1.1649  -1.8306
H  1.7819  -0.6712  -2.1950
H  1.4507  -1.9616  0.0548
H  2.2561  -0.3304  0.0935
H  -0.5436  -1.5761  1.2259
H  0.6114  -0.6952  1.9451
H  -2.3796  -0.5032  2.1410
H  -2.7479  1.1417  1.6449
H  -0.3283  1.2683  -2.2059
H  0.2311  0.9915  -0.5509
H  1.1212  1.8180  -1.5469

Forces on atoms 1 to 3 (eV/Å):
C 2.2 -2.7 2.1
C 0.2 -2.1 -1.8
C -1.8 0.0 -0.6

Net charge: +1
Kohn-Sham gap in eV: 10.99
SMILES string: C=NCCC[NH3+]
M in Da: 87.146
ΔE to the lowest compared entry with this formula, charge and spin in kcal/mol: 82.9
Electronic energy in Ha: -268.1728


Computed, not measured: a structure of composition C13H15N9S3Ti in a non-equilibrium geometry, with the ωB97M-V functional and the def2-TZVPD basis.

Element x y z (Å)
Ti  7.8063  10.9689  6.0168
N  10.7518  8.8546  5.1967
C  10.8506  10.1806  5.2758
N  9.7962  10.9727  5.4409
C  10.0985  12.3130  5.3819
C  11.3899  12.5738  5.3034
S  12.3207  11.1042  5.1572
C  8.9831  13.3095  5.2976
C  9.0489  14.6533  5.2578
S  7.4676  15.3315  5.0579
C  6.7933  13.8060  4.9967
N  7.7144  12.8080  5.1321
N  5.4931  13.4245  4.7596
H  9.8732  8.3837  5.1535
H  11.5838  8.2789  5.2382
H  11.9097  13.5029  5.2814
H  9.9369  15.2799  5.3583
H  4.8073  14.1861  4.7725
H  5.4726  12.8718  3.8917
N  5.6193  11.2436  6.5722
N  5.4190  11.3786  7.9381
C  6.4308  11.5605  8.7589
N  6.2258  11.9500  10.0020
S  8.0879  11.5073  8.2297
H  5.2285  12.0870  6.1231
H  5.0430  10.4032  6.2450
H  4.5035  11.6572  8.2766
H  5.2695  12.1598  10.2856
H  7.0101  12.0740  10.6232
N  4.4654  7.0893  2.6683
C  5.1521  7.0740  3.5684
C  6.0257  7.3460  4.6635
C  6.1741  6.4346  5.7040
C  6.9831  6.7113  6.8045
C  7.4564  7.9815  6.9020
N  7.3069  8.9263  5.9077
C  6.6516  8.5881  4.7786
H  5.6976  5.4604  5.7143
H  7.1399  5.9693  7.5690
H  8.0974  8.2978  7.7594
H  6.5389  9.3206  3.9209

Forces on atoms 1 to 3 (eV/Å):
Ti -0.3 -0.6 -0.1
N 1.0 0.2 0.2
C 0.4 0.3 0.0

Net charge: +3
Kohn-Sham gap (spin up / spin down) in eV: 6.85 / 7.19
M in Da: 441.394
Multiplicity: 2
Electronic energy in Ha: -3040.3450


Computed, not measured: an isolated molecule of ClHNP in a non-equilibrium geometry, with the ωB97M-V functional and the def2-TZVPD basis.

Element x y z (Å)
N  -0.6550  -0.1378  0.0190
P  -1.9078  -0.9993  -0.0047
Cl  -3.9346  0.4013  0.0010
H  0.2266  -0.6226  -0.1823

Forces on atoms 1 to 3 (eV/Å):
N -0.1 -0.2 -0.4
P -1.9 1.2 0.0
Cl 2.2 -1.3 0.1

Kohn-Sham gap in eV: 9.18
SMILES string: [H]/N=P/Cl
M in Da: 81.442
ΔE to the lowest compared entry with this formula, charge and spin in kcal/mol: 4.3
Electronic energy in Ha: -856.8809


Computed, not measured: a structure of composition C3H6ClMgO in a non-equilibrium geometry, with the ωB97M-V functional and the def2-TZVPD basis.

Element x y z (Å)
Mg  3.6170  -0.7240  0.6640
Cl  2.1470  -0.2959  -0.1556
C  -0.4955  -1.2368  0.1845
C  -1.0404  0.0589  -0.5033
O  -1.8403  -0.0423  -1.4496
C  -0.4184  1.4264  -0.0628
H  -0.2430  -1.1309  1.2396
H  0.4327  -1.6078  -0.2501
H  -1.2193  -2.0429  0.0650
H  0.6594  1.5171  0.0716
H  -0.7710  1.8523  0.8765
H  -0.8282  2.2260  -0.6799

Forces on atoms 1 to 3 (eV/Å):
Mg 11.9 -3.4 6.5
Cl -10.1 3.7 -6.6
C -0.8 0.0 -0.2

Net charge: +1
Kohn-Sham gap in eV: 4.81
M in Da: 117.838
ΔE to the lowest compared entry with this formula, charge and spin in kcal/mol: 126.0
Electronic energy in Ha: -853.0509